(1)
Entry from the Open Molecules 2025 dataset: a structure of composition C5H11IN3O at a distorted geometry (the ωB97M-V functional and the def2-TZVPD basis).

Cartesian coordinates (Å):
N: 1.09276 -1.41254 -0.16926
H: 0.02327 -1.68076 -2.18433
C: -0.11854 2.03289 -0.60860
H: 1.18490 -0.05555 2.08170
H: -4.01475 -1.15992 1.29002
C: -1.37369 0.80551 1.03376
H: 1.24514 -2.93221 -1.88671
H: -0.18211 -2.90825 -0.91196
H: 2.72422 -0.08845 1.08229
H: 0.12639 0.38127 -1.81129
N: 0.43721 0.69172 -0.94096
H: -1.31500 3.02037 0.76031
C: 1.67330 0.38752 1.13146
H: 1.84612 -1.79825 0.34939
H: 1.71649 1.51675 1.20209
N: -0.95879 1.96739 0.56519
C: 1.01914 -0.11400 -0.08133
O: -0.08760 2.99838 -1.30969
H: -2.16696 1.11617 1.77264
I: -3.46166 -0.49747 -0.07578
C: 0.59013 -2.27057 -1.28895

* energy relative to the best compared isomer or geometry (same formula, charge and spin): 65.44 kcal/mol
* multiplicity: 1
* net charge: +1

natural (NBO) atomic charge list, values in e, 8 entries: atom 1 (N): -0.502, atom 2 (H): 0.213, atom 3 (C): 0.806, atom 4 (H): 0.292, atom 5 (H): 0.134, atom 6 (C): -0.157, atom 7 (H): 0.256, atom 8 (H): 0.239

---

(2)
Entry from the Open Molecules 2025 dataset: a cluster of 2 separate species, C2H5IS in total at a distorted geometry (the ωB97M-V functional and the def2-TZVPD basis).

Cartesian coordinates (Å):
C: 1.30672 0.12911 -0.12571
H: -0.08378 2.07651 0.91832
I: -3.23171 -2.38025 -0.98879
S: -1.03462 1.21000 0.64242
H: 1.72170 1.05017 0.32229
H: -0.57357 -0.81869 -0.40451
C: -0.01562 -0.02855 -0.05997
H: -3.48450 -3.23879 0.30534
H: 2.06752 -0.66065 -0.25425

* energy relative to the best compared isomer or geometry (same formula, charge and spin): 22.42 kcal/mol
* multiplicity: 1
* net charge: 0
* SMILES: C=CS.I

natural (NBO) atomic charge list, values in e, 8 entries: atom 1 (C): -0.432, atom 2 (H): 0.113, atom 3 (I): -0.095, atom 4 (S): 0.029, atom 5 (H): 0.184, atom 6 (H): 0.215, atom 7 (C): -0.326, atom 8 (H): 0.100

---

(3)
Entry from the Open Molecules 2025 dataset: the molecule C5H8O (the ωB97M-V functional and the def2-TZVPD basis).

Cartesian coordinates (Å):
H: 2.49031 -2.40104 1.26432
C: 1.21039 0.36549 0.09418
H: -0.62277 -0.61901 -0.34608
O: -0.86172 1.43301 -0.41386
H: -2.95196 1.54437 -0.30428
H: -0.59853 0.21642 1.23065
H: -2.18518 1.87789 -1.87798
C: 1.85327 -0.76574 0.15366
H: 2.50842 -2.59666 -0.59199
H: 1.70271 1.33338 0.02736
C: 2.31449 -1.97864 0.27781
C: -2.13303 1.25512 -0.97969
C: -0.29728 0.29464 0.17556
H: -2.29074 0.20847 -1.26891

* energy relative to the best compared isomer or geometry (same formula, charge and spin): 61.76 kcal/mol
* multiplicity: 1
* net charge: 0
* SMILES: C=C=CCOC

natural (NBO) atomic charge list, values in e, 8 entries: atom 1 (H): 0.221, atom 2 (C): -0.304, atom 3 (H): 0.175, atom 4 (O): -0.539, atom 5 (H): 0.169, atom 6 (H): 0.171, atom 7 (H): 0.189, atom 8 (C): 0.098

---

(4)
Entry from the Open Molecules 2025 dataset: the molecule C3H7N3 at a distorted geometry (the ωB97M-V functional and the def2-TZVPD basis).

Cartesian coordinates (Å):
H: 1.19539 -1.30936 1.88714
H: -0.25731 -0.40637 2.36410
H: -1.11726 1.25756 -2.90255
H: -0.04395 0.00862 -2.03583
H: -0.38811 -1.87781 1.40099
H: 1.67214 -1.27198 -0.33828
H: -0.82592 1.48634 1.07577
N: -0.33710 1.14593 0.23265
C: 0.19101 -0.98453 1.53952
N: 1.12921 -0.49550 -0.61273
N: -0.89210 1.60999 -0.91647
C: 0.33436 -0.12169 0.30617
C: -0.66038 0.95880 -2.00048

* energy relative to the best compared isomer or geometry (same formula, charge and spin): 43.78 kcal/mol
* multiplicity: 1
* net charge: 0
* SMILES: [H]/N=C(\C)NN=C

natural (NBO) atomic charge list, values in e, 8 entries: atom 1 (H): 0.228, atom 2 (H): 0.212, atom 3 (H): 0.173, atom 4 (H): 0.209, atom 5 (H): 0.238, atom 6 (H): 0.344, atom 7 (H): 0.388, atom 8 (N): -0.452